[1]
ORCA calculation (wB97M-V/def2-TZVPD) on a molecular structure, C28H33N5O6S.

Structure (XYZ):
```
73
C28H33N5O6S | OMol25 | wB97M-V/def2-TZVPD
C -6.491 -2.292 -2.377
C -6.175 -1.397 -1.254
O -5.376 -1.903 -0.276
C -4.126 -1.990 -0.373
C -3.459 -2.664 0.588
C -2.164 -2.512 0.851
C -1.474 -1.973 -0.069
C -2.099 -1.369 -1.471
C -3.511 -1.412 -1.509
H -3.912 -1.097 -2.301
H -1.587 -0.772 -2.163
C -0.007 -1.482 -0.282
N 0.351 -0.404 0.228
C 1.285 0.617 -0.251
O 1.949 0.020 -1.314
C 1.375 1.899 0.177
C 2.512 2.549 -0.439
N 3.434 2.227 -1.192
H 4.201 3.088 -1.712
H 3.369 1.390 -1.523
C 2.293 4.061 -0.142
N 1.186 4.398 0.883
S 0.427 3.088 1.065
C 3.195 5.197 -0.285
O 4.197 5.129 -1.456
N 3.042 6.371 0.060
H 3.536 6.964 -0.157
H 2.201 6.598 0.648
C -0.395 0.052 1.707
C -1.702 0.547 1.533
C -2.156 1.314 0.245
C -3.520 1.580 0.035
C -4.345 1.452 1.239
C -3.959 0.696 2.364
C -2.656 0.340 2.515
H -2.248 0.130 3.456
H -4.601 0.682 3.029
H -5.402 1.745 1.363
O -4.029 2.225 -0.943
C -3.268 2.561 -1.950
H -3.693 2.822 -2.649
H -2.863 1.579 -2.203
H -2.443 3.075 -1.739
H -1.517 1.190 -0.489
H 0.182 0.882 2.071
H -0.167 -0.894 2.181
C 1.056 -2.630 0.702
O 0.741 -3.234 1.711
N 2.260 -2.479 0.094
H 2.367 -1.971 -0.570
C 3.296 -3.307 0.771
H 4.046 -2.648 1.210
H 2.993 -3.889 1.509
C 4.002 -4.351 -0.127
C 5.246 -5.099 0.472
H 5.354 -5.832 -0.027
C 6.251 -4.092 0.111
H 6.326 -3.426 1.135
C 5.834 -3.053 -0.972
H 6.542 -3.328 -1.607
H 5.919 -2.156 -0.827
O 4.516 -3.519 -1.204
H 7.266 -4.518 -0.106
H 4.820 -5.348 1.498
H 3.195 -5.035 -0.619
H 0.530 -1.649 -1.168
H -1.586 -2.932 1.710
H -3.996 -2.796 1.674
H -6.037 -0.502 -1.475
H -7.236 -1.135 -0.356
H -5.539 -2.397 -2.833
H -6.935 -3.243 -2.050
H -7.272 -1.809 -3.205
```

## Properties
* lowest unoccupied orbital energy: -0.0480 Eh
* total energy: -60116.9483 eV
* relative energy (zero: lowest compared OMol25 entry of this formula, charge and spin): 2611.8 kJ/mol
* spin multiplicity: 1
* molar mass: 567.67 g mol⁻¹



[2]
ORCA calculation (wB97M-V/def2-TZVPD) on a molecular structure, C28H33N7PRu.

Structure (XYZ):
```
70
C28H33N7PRu | OMol25 | wB97M-V/def2-TZVPD
Ru 0.382 0.293 1.346
N -1.421 -0.776 1.900
C -2.307 0.198 2.609
C -1.577 0.841 3.799
C -1.733 2.360 3.859
C -1.229 3.074 2.603
N 0.121 2.619 2.187
H -1.921 -1.140 1.086
H -1.254 -1.573 2.507
H -3.220 -0.298 2.937
H -2.590 0.952 1.876
H -0.508 0.620 3.724
H -1.915 0.404 4.739
H -1.187 2.729 4.730
H -2.781 2.623 4.007
H -1.221 4.146 2.808
H -1.902 2.923 1.759
H 0.778 2.779 2.946
H 0.429 3.179 1.398
N 4.446 1.041 1.332
C 4.251 1.873 0.259
C 2.916 1.842 -0.014
N 2.307 1.012 0.887
C 3.259 0.533 1.693
C 2.864 -0.402 2.717
N 1.567 -0.715 2.799
C 1.441 -1.633 3.810
C 2.673 -1.869 4.343
N 3.552 -1.083 3.645
H 5.342 0.873 1.766
H 5.051 2.409 -0.222
H 2.377 2.355 -0.792
H 0.501 -2.069 4.100
H 2.978 -2.509 5.153
H 4.547 -1.056 3.813
N -0.455 0.795 -0.284
P -0.642 -0.099 -1.626
C -1.951 -1.314 -1.337
C -3.232 -0.813 -1.072
C -4.280 -1.701 -0.886
C -4.051 -3.071 -0.968
C -2.778 -3.561 -1.230
C -1.716 -2.685 -1.409
C -1.064 0.854 -3.085
C -1.905 0.310 -4.053
C -2.085 0.993 -5.247
C -1.437 2.202 -5.459
C -0.596 2.739 -4.490
C -0.407 2.068 -3.295
C 0.916 -0.962 -1.966
C 1.542 -0.858 -3.202
C 2.721 -1.555 -3.435
C 3.276 -2.341 -2.435
C 2.648 -2.453 -1.199
C 1.467 -1.770 -0.965
H -3.402 0.258 -1.045
H -5.277 -1.323 -0.698
H -4.874 -3.762 -0.839
H -2.610 -4.626 -1.309
H -0.727 -3.069 -1.626
H -2.406 -0.634 -3.881
H -2.729 0.575 -6.009
H -1.597 2.740 -6.383
H -0.095 3.680 -4.672
H 0.230 2.481 -2.521
H 1.120 -0.240 -3.985
H 3.198 -1.489 -4.403
H 4.193 -2.882 -2.626
H 3.064 -3.102 -0.438
H 0.926 -1.935 -0.033
```

## Properties
* lowest unoccupied orbital energy (spin up / spin down): -0.3199 / -0.3966 Eh
* <S²>: 6.02
* charge: +3
* total energy: -51848.9266 eV
* spin multiplicity: 5
* molar mass: 599.67 g mol⁻¹



[3]
ORCA calculation (wB97M-V/def2-TZVPD) on a molecular structure, C28H34Al2BrCl8F7NNa2O13S2.

Structure (XYZ):
```
98
C28H34Al2BrCl8F7NNa2O13S2 | OMol25 | wB97M-V/def2-TZVPD
O -3.589 1.510 1.629
C -2.636 1.178 2.165
Br -2.709 -0.297 3.547
C -1.242 1.723 2.012
C -0.396 0.985 0.989
C 0.806 1.621 0.629
C 1.630 1.019 -0.281
C 1.271 -0.207 -0.849
C 0.065 -0.850 -0.536
C -0.761 -0.220 0.418
N -0.368 -2.062 -1.082
C -0.374 -3.231 -0.169
C 0.987 -3.957 -0.153
C 1.298 -4.603 1.212
C 2.728 -5.175 1.180
O 2.706 -6.626 1.213
C 0.166 -2.425 -2.337
C -0.557 -3.336 -3.109
C -0.076 -3.777 -4.327
C 1.143 -3.314 -4.839
C 1.874 -2.421 -4.088
C 1.388 -1.990 -2.858
S 2.388 -0.873 -1.987
H -1.265 2.791 1.805
H -0.746 1.609 2.983
H 1.079 2.574 1.058
H 2.568 1.487 -0.543
H -1.702 -0.689 0.682
H -0.739 -2.946 0.815
H -1.121 -3.928 -0.543
H 0.941 -4.754 -0.894
H 1.806 -3.265 -0.349
H 0.561 -5.358 1.479
H 1.219 -3.807 1.953
H 3.178 -4.867 0.237
H 3.301 -4.758 2.002
H 3.008 -6.918 0.359
H -1.501 -3.733 -2.760
H -0.654 -4.489 -4.897
H 1.512 -3.648 -5.796
H 2.825 -2.069 -4.474
C -6.440 0.941 -0.415
F -7.204 1.765 0.304
F -5.241 1.525 -0.560
F -6.252 -0.167 0.324
S -7.181 0.549 -2.047
O -7.291 1.836 -2.688
O -8.436 -0.075 -1.713
O -6.204 -0.340 -2.643
Al -0.230 -1.344 3.150
O 6.091 -1.382 -6.343
Cl 5.589 -2.675 -6.029
O 5.514 -3.493 -7.232
O 4.238 -2.549 -5.481
O 6.414 -3.332 -5.059
C 3.857 0.869 2.436
C 2.906 1.477 3.498
C 3.635 1.445 4.866
O 1.797 0.717 3.587
H 4.123 -0.161 2.680
H 3.390 0.884 1.450
H 4.780 1.451 2.380
H 2.778 2.540 3.235
H 3.895 0.428 5.159
H 3.010 1.880 5.644
H 4.557 2.028 4.807
C -4.149 4.505 1.143
C -3.170 5.522 1.697
O -3.769 6.801 1.897
C -4.588 6.884 2.951
O -4.827 5.996 3.729
O -5.089 8.112 2.988
C -6.060 8.325 4.022
H -4.603 4.874 0.223
H -3.647 3.563 0.934
H -4.960 4.310 1.843
H -2.366 5.683 0.978
H -2.712 5.177 2.628
H -5.658 8.064 4.999
H -6.958 7.744 3.815
H -6.314 9.377 4.015
Na 4.119 -8.184 0.203
C 6.854 -11.139 2.425
Cl 6.370 -9.441 2.643
Cl 5.662 -11.983 1.432
Cl 8.452 -11.238 1.715
H 6.878 -11.604 3.402
C -8.960 11.066 4.956
Cl -8.700 11.742 3.346
Cl -9.842 9.541 4.821
Cl -7.393 10.767 5.724
Cl -9.888 12.202 5.935
F 7.932 -1.957 -8.668
Al 7.622 -0.893 -9.937
F 8.301 0.617 -9.672
F 5.890 -0.747 -10.055
F 8.179 -1.573 -11.376
Na 5.284 -2.833 -9.561
```

## Properties
* lowest unoccupied orbital energy: -0.3159 Eh
* charge: +1
* total energy: -290622.8571 eV
* spin multiplicity: 1
* molar mass: 1253.17 g mol⁻¹



[4]
ORCA calculation (wB97M-V/def2-TZVPD) on a molecular structure, C28H34ClGaN10O4S2.

Structure (XYZ):
```
80
C28H34ClGaN10O4S2 | OMol25 | wB97M-V/def2-TZVPD
Ga -2.201 0.857 -0.177
C -5.135 -0.410 3.954
C -5.143 -0.695 2.508
N -6.049 -1.290 1.828
N -5.692 -1.248 0.534
C -4.512 -0.667 0.359
S -3.667 -0.494 -1.103
N -4.086 -0.342 1.643
N -2.930 0.473 1.867
H -5.816 -1.106 4.537
H -5.266 0.576 4.218
H -4.099 -0.667 4.298
H -6.158 -1.739 -0.214
H -3.285 1.377 2.256
H -2.368 -0.002 2.517
C 0.857 -4.196 -0.248
C 1.904 -3.775 -1.267
C 1.164 -3.139 -2.452
C 2.596 -4.982 -1.861
C 3.030 -2.859 -0.666
O 3.684 -2.190 -1.731
C 4.099 -3.543 0.128
C 3.877 -4.466 1.407
C 2.991 -3.895 2.532
C 3.400 -2.762 3.262
C 2.692 -2.267 4.359
C 1.472 -2.853 4.671
Cl 0.389 -2.207 5.954
C 1.070 -3.956 3.956
C 1.780 -4.440 2.879
C 2.537 -1.761 0.232
N 1.421 -0.880 -0.206
C 0.231 -0.789 0.359
N -0.374 0.344 -0.128
C 0.571 0.954 -0.933
N 1.644 0.172 -0.967
H 0.464 -5.152 -0.572
H 0.002 -3.596 -0.006
H 1.242 -4.441 0.726
H 0.494 -3.923 -2.756
H 1.814 -2.881 -3.318
H 0.612 -2.243 -2.143
H 1.911 -5.568 -2.409
H 3.121 -5.645 -1.200
H 3.323 -4.734 -2.641
H 4.240 -2.768 -2.308
H 4.784 -2.767 0.476
H 4.498 -4.136 -0.695
H 4.866 -4.674 1.812
H 3.468 -5.474 1.132
H 4.327 -2.263 2.998
H 3.074 -1.417 4.894
H 0.141 -4.479 4.213
H 1.446 -5.357 2.418
H 3.339 -1.115 0.540
H 2.166 -2.205 1.085
H -0.120 -1.516 1.050
H 0.539 1.954 -1.420
O 0.281 10.276 -0.356
S 1.632 9.821 -0.550
O 2.727 10.669 -0.178
O 1.832 8.564 -1.159
C -1.215 8.082 -3.232
N -1.194 8.558 -4.387
C -1.242 7.246 -5.039
C -1.493 6.207 -4.399
C -1.373 6.127 -2.941
N -1.299 7.398 -2.267
C -1.670 4.973 -2.182
C -2.351 3.779 -2.853
C -2.591 2.726 -2.114
N -2.226 2.583 -0.783
C -1.632 3.662 -0.195
C -1.442 4.834 -0.773
H -1.130 7.369 -6.082
H -1.515 5.178 -4.794
H -2.738 3.962 -3.871
H -3.239 2.016 -2.530
H -1.458 3.491 0.818
H -1.043 5.745 -0.315
```

## Properties
* lowest unoccupied orbital energy: -0.2322 Eh
* charge: +2
* total energy: -139226.1787 eV
* relative energy (zero: lowest compared OMol25 entry of this formula, charge and spin): 311.9 kJ/mol
* spin multiplicity: 1
* molar mass: 743.96 g mol⁻¹



[5]
ORCA calculation (wB97M-V/def2-TZVPD) on a molecular structure, C28H34IrN4O5S2.

Structure (XYZ):
```
74
C28H34IrN4O5S2 | OMol25 | wB97M-V/def2-TZVPD
Ir -0.514 0.369 1.173
C 4.305 -4.691 0.052
C 3.095 -3.800 0.023
C 2.341 -3.656 -1.114
C 1.173 -2.852 -1.193
C 0.451 -3.031 -2.387
N -0.642 -2.526 -2.922
C -1.454 -1.357 -2.621
C -1.790 -0.636 -3.930
C -2.875 0.427 -3.729
N -2.485 1.371 -2.709
C -1.902 2.526 -2.932
C -1.246 3.259 -1.940
C -0.737 4.527 -2.249
C -0.033 5.291 -1.338
C 0.459 6.665 -1.694
C 0.136 4.776 -0.056
C -0.327 3.517 0.321
C -0.314 3.179 1.703
N -0.640 2.055 2.253
C -0.771 2.070 3.709
C -0.839 0.679 4.307
C 0.397 -0.157 4.017
N 0.455 -0.626 2.626
C 1.296 -1.563 2.381
C 1.590 -2.235 1.146
C 2.675 -3.108 1.158
C 0.824 -2.035 -0.050
O -0.135 -1.216 -0.112
C -0.934 2.647 -0.658
O -1.437 1.511 -0.339
H 4.385 -5.274 -0.863
H 4.253 -5.380 0.896
H 5.220 -4.108 0.161
H 2.642 -4.199 -2.002
H 0.854 -3.822 -3.012
H -0.967 -3.029 -3.736
H -0.911 -0.711 -1.941
H -2.376 -1.675 -2.123
H -2.156 -1.358 -4.666
H -0.890 -0.164 -4.330
H -3.805 -0.054 -3.420
H -3.045 0.959 -4.665
H -2.366 1.031 -1.750
H -1.953 2.928 -3.939
H -0.917 4.925 -3.241
H 0.471 6.812 -2.772
H 1.459 6.844 -1.301
H -0.201 7.419 -1.261
H 0.623 5.386 0.697
H -0.055 4.002 2.370
H -1.698 2.590 3.965
H 0.066 2.622 4.151
H -1.723 0.164 3.934
H -0.940 0.783 5.387
H 0.399 -1.019 4.687
H 1.293 0.438 4.226
H 1.891 -1.910 3.227
H 3.233 -3.226 2.080
C 2.981 0.384 -1.424
C 1.767 1.119 -0.852
O 1.090 1.752 -1.671
O 1.576 1.001 0.401
H 3.710 1.122 -1.755
H 2.660 -0.199 -2.286
H 3.422 -0.264 -0.669
C -2.321 -4.491 3.262
O -2.285 -3.422 2.316
C -2.653 -2.217 2.727
S -3.071 -1.860 4.295
S -2.797 -0.987 1.530
H -2.134 -5.404 2.703
H -3.298 -4.538 3.743
H -1.556 -4.349 4.026
```

## Properties
* lowest unoccupied orbital energy: -0.1309 Eh
* charge: +1
* total energy: -70290.4220 eV
* relative energy (zero: lowest compared OMol25 entry of this formula, charge and spin): 146.5 kJ/mol
* spin multiplicity: 1
* molar mass: 762.95 g mol⁻¹



[6]
ORCA calculation (wB97M-V/def2-TZVPD) on a molecular structure, C28H34MnN7O5PSSi.

Structure (XYZ):
```
78
C28H34MnN7O5PSSi | OMol25 | wB97M-V/def2-TZVPD
Mn -0.188 0.789 0.297
N 1.621 0.780 1.237
N 2.697 0.435 0.406
C 2.443 0.347 -0.932
N 3.491 0.393 -1.738
N 1.167 0.189 -1.258
N 0.920 0.238 -2.653
O -0.451 0.080 -2.907
O 1.680 -0.268 -3.485
H 1.754 1.707 1.628
H 1.537 0.107 1.992
H 3.619 0.683 0.726
H 4.414 0.561 -1.373
H 3.376 0.184 -2.716
C -0.496 4.072 1.908
C -1.021 2.817 2.535
C -1.668 2.839 3.746
C -2.126 1.640 4.301
C -1.939 0.435 3.668
C -1.277 0.440 2.425
N -0.862 1.623 1.912
N -0.932 -0.572 1.573
Si -1.680 -2.147 2.053
C -0.734 -2.730 3.555
C -1.594 -3.583 0.861
C -3.511 -1.887 2.390
H -1.238 4.509 1.236
H 0.405 3.905 1.324
H -0.288 4.806 2.683
H -1.801 3.778 4.265
H -2.626 1.660 5.262
H -2.282 -0.478 4.126
H 0.302 -2.933 3.265
H -1.153 -3.674 3.917
H -0.710 -2.035 4.396
H -0.639 -4.109 0.876
H -1.884 -3.398 -0.170
H -2.340 -4.271 1.281
H -3.772 -2.076 3.434
H -4.084 -2.595 1.784
H -3.863 -0.885 2.141
O -1.131 2.752 -2.876
S -1.315 2.838 -1.467
O -0.081 2.595 -0.683
O -1.771 0.865 -0.727
C -2.735 -0.045 -1.000
C -4.002 0.185 -0.474
C -5.034 -0.705 -0.697
C -4.821 -1.851 -1.460
C -3.586 -2.062 -2.030
C -2.516 -1.175 -1.819
P -1.110 -1.411 -2.897
C -1.718 -1.711 -4.534
C -2.069 -0.604 -5.308
C -2.645 -0.800 -6.553
C -2.881 -2.089 -7.013
C -2.541 -3.191 -6.237
C -1.956 -3.008 -4.995
C 0.145 -2.581 -2.465
C 0.573 -2.712 -1.145
C 1.638 -3.538 -0.837
C 2.290 -4.233 -1.849
C 1.892 -4.085 -3.172
C 0.831 -3.256 -3.486
H -4.149 1.073 0.130
H -6.012 -0.510 -0.274
H -5.623 -2.555 -1.634
H -3.449 -2.925 -2.672
H -1.886 0.403 -4.952
H -2.906 0.053 -7.165
H -3.333 -2.238 -7.986
H -2.726 -4.193 -6.602
H -1.686 -3.872 -4.398
H 0.079 -2.155 -0.363
H 1.951 -3.653 0.194
H 3.115 -4.891 -1.604
H 2.410 -4.613 -3.961
H 0.545 -3.130 -4.521
```

## Properties
* lowest unoccupied orbital energy (spin up / spin down): -0.2210 / -0.2290 Eh
* <S²>: 3.78
* charge: +2
* total energy: -109562.8310 eV
* spin multiplicity: 4
* molar mass: 694.69 g mol⁻¹